{"formula": "C10H12B2F7N4O6Pt", "method": "the ωB97M-V functional and the def2-TZVPD basis", "gap_ev": [7.28, 6.88], "multiplicity": 3, "lumo_ev": [-5.579, -6.812], "total_charge": 1, "e_homo_ev": [-12.854, -13.696], "elements": ["Pt", "C", "C", "N", "O", "B", "F", "F", "O", "N", "C", "C", "C", "N", "O", "B", "F", "F", "O", "N", "C", "C", "C", "H", "H", "H", "H", "H", "H", "H", "H", "H", "H", "H", "H", "F", "C", "F", "F", "C", "O", "O"], "coordinates": [[0.196, 0.709, 0.366], [-1.450, -2.192, 3.017], [-1.135, -1.177, 1.984], [0.009, -0.616, 1.828], [1.039, -0.846, 2.667], [2.343, -0.922, 2.008], [2.314, -1.615, 0.849], [3.302, -1.132, 2.904], [2.854, 0.639, 1.386], [2.099, 1.152, 0.511], [2.571, 2.071, -0.366], [3.983, 2.516, -0.315], [1.605, 2.528, -1.288], [0.367, 2.004, -1.089], [-0.601, 2.310, -1.844], [-2.197, 2.050, -1.188], [-2.935, 2.405, -2.237], [-2.121, 2.839, -0.096], [-2.428, 0.638, -0.868], [-1.706, 0.181, 0.176], [-2.153, -0.728, 0.966], [-3.511, -1.318, 0.901], [1.849, 3.512, -2.371], [-0.657, -2.237, 3.758], [-1.548, -3.170, 2.540], [-2.396, -1.960, 3.505], [4.609, 1.755, 0.143], [4.057, 3.425, 0.289], [4.349, 2.746, -1.313], [-4.096, -0.840, 0.121], [-4.011, -1.195, 1.863], [-3.441, -2.388, 0.699], [2.794, 3.307, -2.871], [1.906, 4.518, -1.945], [1.040, 3.490, -3.096], [-1.108, -5.251, -1.823], [-0.765, -4.227, -1.085], [-1.713, -3.922, -0.203], [0.389, -4.407, -0.487], [-1.231, -1.551, -2.684], [-2.233, -1.974, -3.062], [-0.241, -1.125, -2.251]]}

***

{"formula": "C10H12BeBrIN6O2S", "method": "the ωB97M-V functional and the def2-TZVPD basis", "gap_ev": 7.48, "lumo_ev": -7.432, "relative_energy_kj_mol": 1.96, "total_charge": 2, "e_homo_ev": -14.912, "elements": ["Be", "N", "N", "C", "N", "N", "N", "O", "O", "H", "H", "H", "H", "H", "S", "C", "C", "N", "C", "H", "H", "H", "Br", "C", "C", "C", "C", "C", "C", "I", "H", "H", "H", "H"], "coordinates": [[-0.114, 0.418, -0.351], [-0.040, 0.447, 2.872], [-0.358, 1.801, 2.915], [-0.529, 2.510, 1.803], [-0.812, 3.793, 1.886], [-0.377, 1.847, 0.616], [-0.562, 2.470, -0.568], [-0.478, 1.574, -1.485], [-0.740, 3.635, -0.784], [-0.732, -0.080, 3.390], [0.872, 0.303, 3.290], [-0.459, 2.267, 3.806], [-0.964, 4.235, 2.780], [-0.921, 4.346, 1.052], [3.875, -0.065, -1.437], [3.350, -1.431, -0.559], [2.070, -1.264, -0.161], [1.507, -0.060, -0.553], [2.374, 0.660, -1.243], [3.995, -2.277, -0.376], [1.502, -1.974, 0.422], [2.144, 1.627, -1.671], [-3.584, 1.278, -0.265], [-4.244, -0.376, 0.362], [-5.583, -0.446, 0.712], [-6.120, -1.638, 1.177], [-5.322, -2.765, 1.299], [-3.982, -2.709, 0.948], [-3.465, -1.514, 0.481], [-1.426, -1.640, -0.114], [-6.203, 0.435, 0.606], [-7.168, -1.679, 1.439], [-5.733, -3.697, 1.662], [-3.358, -3.590, 1.026]]}

***

{"formula": "C10H12BiGdI2O6S", "method": "the ωB97M-V functional and the def2-TZVPD basis", "gap_ev": [4.98, 5.67], "multiplicity": 8, "lumo_ev": [-17.882, -17.661], "total_charge": 4, "e_homo_ev": [-22.863, -23.329], "elements": ["I", "I", "Gd", "Bi", "S", "C", "C", "C", "C", "C", "C", "C", "C", "O", "O", "O", "O", "H", "H", "H", "H", "H", "H", "H", "H", "H", "C", "O", "C", "O", "H", "H", "H"], "coordinates": [[1.361, -3.650, 0.595], [1.541, 3.536, 0.608], [-0.041, 1.318, 0.906], [-0.118, -1.356, 0.845], [1.130, -0.024, -0.739], [-1.479, -1.932, -0.326], [-1.150, -1.988, 2.300], [0.601, -0.039, -2.542], [1.463, 1.071, -3.163], [-0.878, 0.245, -2.765], [1.015, -1.418, -3.069], [-0.888, 1.952, 2.467], [-1.479, 2.008, -0.113], [-1.740, -2.466, 3.165], [-2.303, -2.320, -1.032], [-1.400, 2.374, 3.408], [-2.308, 2.519, -0.726], [1.216, 1.154, -4.228], [2.528, 0.844, -3.069], [1.268, 2.035, -2.683], [-1.234, -0.380, -3.593], [-1.035, 1.288, -3.046], [-1.486, 0.013, -1.889], [0.788, -1.464, -4.141], [0.475, -2.224, -2.567], [2.085, -1.591, -2.931], [-0.113, 0.168, 4.783], [0.174, -0.354, 3.511], [0.725, -0.074, 2.252], [1.942, -0.054, 2.249], [0.476, -0.366, 5.561], [-1.175, -0.077, 5.053], [0.042, 1.252, 4.921]]}